Entry 1:
Below is a molecular structure, C48H54BrCdN4O3P2Se5Si, with properties calculated with the ωB97M-V functional and the def2-TZVPD basis.

Geometry as XYZ:
```
119
Properties=species:S:1:pos:R:3:forces:R:3
Cd 1.0593 -0.7720 1.3058 0.14 -0.39 0.09
O 0.0430 1.7558 2.0053 0.09 0.24 0.07
C 0.2580 2.7862 2.9625 -0.39 0.16 0.03
C 0.9814 3.9637 2.3338 -0.04 -0.20 -0.11
C 2.2874 3.4694 1.7138 0.18 -0.03 0.08
C 3.1393 2.7603 2.7375 0.27 0.01 -0.21
C 3.9096 3.4942 3.6374 0.03 0.03 0.09
C 4.7072 2.8372 4.5592 -0.05 0.07 -0.07
C 4.7379 1.4541 4.5404 -0.02 -0.01 0.04
C 3.9393 0.7982 3.6178 0.15 0.05 -0.09
N 3.1450 1.4216 2.7473 0.02 0.03 -0.18
H -0.4769 2.1437 1.2868 0.02 -0.11 -0.09
H 0.8593 2.3673 3.7723 -0.10 -0.14 -0.07
H -0.7071 3.0980 3.3807 0.07 0.00 0.06
H 1.1714 4.7408 3.0803 -0.05 -0.03 0.05
H 0.3443 4.3896 1.5527 0.04 0.08 0.01
H 2.8481 4.3117 1.3008 0.00 -0.02 -0.01
H 2.0604 2.7771 0.9051 0.07 -0.02 -0.05
H 3.8833 4.5768 3.6102 -0.03 0.01 -0.04
H 5.2994 3.4023 5.2686 0.02 -0.02 0.00
H 5.3508 0.8869 5.2268 0.01 -0.03 -0.01
H 3.9489 -0.2822 3.5703 0.10 0.15 -0.07
Se -2.6821 3.9179 -0.7366 -0.09 0.12 0.21
P -2.1334 2.5970 -2.2746 -0.26 -0.17 -0.35
C -3.6207 1.8342 -3.0051 0.23 0.00 0.05
C -4.5976 1.3434 -2.1447 -0.06 -0.05 -0.02
C -5.7614 0.7949 -2.6575 0.01 -0.02 0.01
C -5.9609 0.7489 -4.0298 -0.06 0.01 -0.07
C -5.0027 1.2618 -4.8901 0.03 0.03 -0.04
C -3.8345 1.8095 -4.3807 0.02 -0.03 0.05
C -1.3183 3.3790 -3.7002 0.03 0.07 0.12
C -0.5178 2.6362 -4.5633 0.01 -0.01 0.01
C 0.0709 3.2512 -5.6559 -0.02 -0.01 -0.08
C -0.1331 4.6052 -5.8874 0.01 0.00 -0.01
C -0.9252 5.3470 -5.0234 0.00 0.00 -0.07
C -1.5198 4.7337 -3.9314 -0.02 -0.06 0.04
C -0.9179 1.3840 -1.7427 0.18 -0.24 0.23
C -0.6193 0.0302 -1.5107 -0.06 0.24 -0.07
N 0.6060 0.0190 -0.9333 -0.30 -0.07 -0.02
N 1.0248 1.2615 -0.8099 0.26 0.24 0.06
N 0.1342 2.0944 -1.2741 0.18 0.08 -0.02
P -1.1961 -1.5983 -2.0130 -0.20 -0.01 -0.20
Se -0.1565 -3.1918 -1.1282 0.18 -0.15 0.09
C -2.9643 -1.7543 -1.6769 0.15 0.05 0.02
C -3.7619 -2.5975 -2.4446 -0.01 0.02 0.00
C -5.0414 -2.9056 -2.0135 -0.02 -0.07 -0.05
C -5.5115 -2.4029 -0.8072 -0.06 0.02 0.03
C -4.7110 -1.5744 -0.0359 -0.01 0.00 -0.05
C -3.4374 -1.2452 -0.4722 -0.05 0.11 -0.10
C -0.9607 -1.5530 -3.8233 -0.07 0.04 0.15
C -1.8867 -0.9142 -4.6403 0.04 -0.08 0.04
C -1.6367 -0.7797 -5.9970 -0.08 0.07 -0.04
C -0.4641 -1.2839 -6.5400 0.02 -0.01 -0.02
C 0.4608 -1.9236 -5.7254 -0.02 0.07 -0.04
C 0.2138 -2.0605 -4.3676 0.04 -0.04 -0.04
H -4.4528 1.4215 -1.0756 0.01 -0.02 0.02
H -6.5184 0.4127 -1.9870 0.00 -0.04 0.04
H -6.8761 0.3343 -4.4330 -0.01 -0.04 0.02
H -5.1623 1.2459 -5.9611 -0.03 0.00 0.00
H -3.0915 2.2190 -5.0523 -0.01 -0.03 -0.02
H -0.3508 1.5795 -4.3882 0.01 -0.01 0.06
H 0.6896 2.6704 -6.3283 0.02 0.00 0.01
H 0.3326 5.0800 -6.7417 0.01 0.02 0.00
H -1.0766 6.4047 -5.1969 0.00 0.00 0.00
H -2.1336 5.2948 -3.2376 0.02 0.03 0.01
H -3.3736 -3.0365 -3.3560 -0.01 0.02 -0.02
H -5.6636 -3.5668 -2.6035 0.00 0.01 -0.01
H -6.5013 -2.6761 -0.4619 -0.01 0.02 0.00
H -5.0597 -1.1982 0.9175 -0.01 0.01 0.00
H -2.7967 -0.6360 0.1526 -0.03 0.01 -0.04
H -2.8015 -0.5321 -4.2104 -0.06 0.06 -0.03
H -2.3538 -0.2665 -6.6265 -0.02 -0.04 -0.01
H -0.2715 -1.1854 -7.6011 0.00 0.03 0.00
H 1.3790 -2.3043 -6.1543 0.00 -0.05 0.04
H 0.9196 -2.5729 -3.7245 -0.02 0.02 0.04
C 3.3647 -3.4871 0.1591 -0.07 -0.05 0.08
Se 3.5086 -1.5514 0.2295 0.45 0.09 -0.61
C 3.5480 -1.2996 -1.7385 -0.07 0.27 0.28
C 4.4909 -0.1819 -2.1899 -0.06 -0.12 0.34
Se 4.4698 1.4451 -1.0820 0.10 0.03 0.01
C 6.3420 1.3336 -0.5082 -0.32 -0.09 0.03
H 2.4206 -3.7732 -0.2984 0.07 0.00 -0.03
H 3.4014 -3.8238 1.1905 0.02 0.03 0.01
H 4.2088 -3.8806 -0.4041 -0.01 0.02 -0.01
H 2.5145 -1.1037 -2.0139 -0.02 0.06 -0.11
H 3.8587 -2.2413 -2.1955 -0.04 -0.03 0.11
H 4.2721 0.1125 -3.2164 0.05 -0.06 0.01
H 5.5242 -0.5210 -2.1211 -0.01 -0.03 -0.15
H 7.0175 1.3830 -1.3596 -0.01 0.02 0.00
H 6.4750 0.4042 0.0437 0.06 0.04 -0.01
H 6.5212 2.1773 0.1572 0.00 -0.02 -0.03
Br 1.6038 -2.7333 8.9262 0.01 0.06 -0.07
C 1.5486 -1.8081 7.2547 -0.01 -0.10 0.10
C 0.7505 -0.6824 7.1393 -0.02 -0.02 0.07
C 0.7034 -0.0244 5.9199 0.02 0.06 0.02
C 1.4369 -0.4950 4.8423 -0.10 -0.18 0.01
C 2.2134 -1.6388 4.9684 -0.02 -0.14 -0.16
C 2.2857 -2.2937 6.1934 0.06 0.05 -0.03
C 2.9717 -2.2391 3.7865 -0.15 -0.14 -0.04
O 4.0330 -2.8154 4.0219 -0.03 -0.05 0.03
O 2.4411 -2.1095 2.6275 -0.09 0.30 0.53
H 0.1787 -0.3336 7.9881 -0.02 0.01 -0.01
H 0.0725 0.8484 5.8102 0.02 0.03 -0.03
H 1.4127 0.0246 3.8966 -0.17 0.01 0.03
H 2.9188 -3.1655 6.2839 -0.03 -0.01 0.02
C -2.5857 -2.5884 4.8995 0.08 -0.09 -0.31
Si -1.6638 -2.9798 3.2864 -0.05 -0.22 -0.03
C -0.1668 -4.0424 3.7381 -0.14 0.25 -0.19
C -2.7732 -4.0647 2.1924 0.13 0.20 0.22
Se -1.2894 -0.9768 2.2755 -0.06 -0.21 0.46
H -3.0146 -3.5020 5.3191 0.00 -0.03 0.05
H -3.3925 -1.8724 4.7359 -0.02 0.00 -0.04
H -1.9000 -2.1581 5.6312 0.05 0.02 0.00
H -0.4945 -5.0719 3.9010 -0.06 -0.03 0.02
H 0.3136 -3.6901 4.6503 0.04 0.05 0.01
H 0.5777 -4.0429 2.9406 0.02 0.01 0.00
H -3.0850 -4.9582 2.7403 -0.01 -0.03 0.03
H -2.2322 -4.3832 1.2996 0.03 0.06 -0.05
H -3.6664 -3.5276 1.8694 -0.01 0.01 -0.01
```
Positions in Å, forces in eV/Å.

## Properties
Orbital gap   7.07 eV
2S+1   1
Net charge   -1
Energy above the lowest of the compared OMol25 structures with the same formula, charge and spin   8.7 kcal/mol
HOMO energy   -5.005 eV

Entry 2:
Below is a molecular structure, C48H55BaN10O8PS4Se, with properties calculated with the ωB97M-V functional and the def2-TZVPD basis.

Geometry as XYZ:
```
128
Properties=species:S:1:pos:R:3:forces:R:3
Ba -0.1397 -0.2772 0.2624 1.52 -1.91 -2.49
C 0.7504 -5.1344 -0.6625 0.11 0.17 0.16
C 0.2915 -3.7202 -0.8491 0.19 -0.61 1.01
N -0.0152 -2.9386 0.1284 -0.10 0.05 -1.16
N -0.0764 -3.5003 1.3593 -0.13 -0.87 1.35
C -0.1804 -2.6469 2.3592 0.26 -1.54 -0.70
O -0.1387 -1.3923 2.2774 -0.22 0.19 1.70
C -0.3427 -3.2873 3.7020 0.02 0.07 0.27
C -0.1757 -4.6567 3.8972 -0.01 0.04 -0.09
C -0.3067 -5.2059 5.1604 -0.01 -0.10 0.02
C -0.6071 -4.3963 6.2455 -0.02 0.00 0.14
C -0.7690 -3.0320 6.0618 -0.05 -0.05 0.17
C -0.6398 -2.4839 4.7993 0.05 0.06 -0.24
C 0.1970 -3.2429 -2.2268 -0.23 0.13 -0.87
C -0.0603 -4.1584 -3.2619 -0.09 0.20 0.22
C -0.0712 -3.7160 -4.5649 -0.16 0.10 0.11
C 0.1768 -2.3740 -4.8141 0.07 -0.09 0.09
C 0.3878 -1.5433 -3.7274 -0.01 -0.02 -0.46
N 0.3691 -1.9473 -2.4698 -0.03 0.09 0.58
H 1.1752 -5.2349 0.3312 0.02 -0.08 -0.01
H 1.5087 -5.3539 -1.4123 0.05 -0.04 -0.03
H -0.0865 -5.8273 -0.7522 -0.15 -0.15 -0.01
H 0.0664 -5.2704 3.0446 0.04 -0.04 -0.10
H -0.1650 -6.2711 5.3053 0.00 0.02 -0.03
H -0.7083 -4.8284 7.2334 0.02 -0.01 0.04
H -0.9869 -2.3935 6.9091 -0.03 0.02 0.01
H -0.7593 -1.4228 4.6388 0.02 0.11 -0.03
H -0.2064 -5.2048 -3.0430 0.07 -0.02 0.07
H -0.2449 -4.4096 -5.3769 0.04 -0.03 -0.03
H 0.2457 -2.0015 -5.8261 -0.01 0.12 -0.02
H 0.5931 -0.4939 -3.8822 0.04 0.11 -0.09
N -3.3760 -0.4025 -3.3183 -0.42 0.14 -0.39
C -3.3740 -1.5776 -2.5905 -0.03 -0.41 0.44
C -4.0484 -2.6788 -3.1370 0.05 -0.08 -0.01
C -4.1508 -3.8349 -2.3904 0.15 0.34 0.25
C -3.5964 -3.8534 -1.1132 -0.12 -0.19 -0.20
C -2.9449 -2.7199 -0.6678 -0.12 -0.20 -0.05
N -2.8271 -1.6048 -1.3776 -0.02 0.43 -0.28
C -2.5290 0.6874 -3.2569 0.35 0.28 -0.07
C -2.9149 1.8651 -3.9162 -0.02 -0.03 0.06
C -2.0356 2.9271 -3.9271 0.17 -0.24 0.04
C -0.7938 2.7810 -3.3181 -0.03 0.11 -0.02
C -0.5178 1.5783 -2.6933 -0.15 0.41 -0.35
N -1.3589 0.5627 -2.6511 -0.51 -0.30 0.03
H -4.0640 -0.3621 -4.0580 0.21 -0.03 0.22
H -4.4661 -2.6181 -4.1344 0.03 0.00 -0.03
H -4.6613 -4.6997 -2.7885 -0.02 -0.07 -0.04
H -3.6663 -4.7267 -0.4855 0.06 -0.08 0.09
H -2.5115 -2.6912 0.3191 0.10 -0.13 0.18
H -3.8851 1.9311 -4.3936 -0.03 0.02 0.04
H -2.3130 3.8573 -4.4020 -0.01 0.07 -0.07
H -0.0723 3.5832 -3.3049 0.08 0.04 -0.01
H 0.4292 1.4063 -2.2149 0.39 0.11 0.10
C 0.9157 1.2699 3.6238 -0.36 -0.30 0.32
C 1.4238 1.9798 2.4429 0.11 1.07 0.39
N 1.7249 1.4519 1.3150 0.25 -0.60 0.18
C 2.1746 2.3473 0.3887 0.06 1.57 0.75
C 2.2131 3.6392 0.8397 -0.35 -0.42 0.14
S 1.6527 3.7262 2.4696 0.10 -0.63 -0.52
C 2.6597 1.8620 -0.8756 0.70 0.59 -1.40
C 3.2049 2.6017 -1.8940 -0.27 -0.51 0.01
S 3.8014 1.5621 -3.1368 -0.40 -0.23 0.76
C 3.2637 0.1613 -2.1744 0.52 0.41 -0.91
N 2.7031 0.5137 -1.0772 -0.63 -0.41 0.79
C 3.5066 -1.2116 -2.6149 -0.13 0.01 -0.24
H 1.2713 0.2414 3.6314 0.15 0.03 0.07
H -0.1715 1.2259 3.5407 -0.01 0.04 0.10
H 1.1822 1.7850 4.5451 0.09 -0.03 0.06
H 2.5307 4.5206 0.3227 0.14 0.16 -0.18
H 3.3070 3.6649 -1.9770 -0.01 0.27 0.10
H 3.0651 -1.4219 -3.5893 0.02 0.07 -0.02
H 3.0701 -1.9175 -1.9108 0.14 0.09 0.00
H 4.5671 -1.4432 -2.7264 0.00 0.01 0.12
O 4.1988 -5.6983 -3.2213 -0.21 -0.02 -0.34
S 4.0344 -4.2691 -2.9379 1.11 -0.76 0.93
O 4.8480 -3.4187 -3.8194 -0.27 0.06 -0.49
O 2.6107 -3.8824 -2.9261 -0.18 0.00 -0.40
S 4.7472 -3.9562 -1.0303 -0.06 0.03 0.22
C -2.8304 5.8521 1.0630 0.17 -0.44 -0.16
C -2.2990 4.6207 0.3175 -0.06 0.88 -0.57
C -3.2268 4.2436 -0.8375 0.11 -0.02 0.28
C -0.8993 4.9021 -0.2312 -0.19 -0.11 0.14
O -2.2362 3.6126 1.3018 0.13 -1.06 0.27
P -1.9955 2.0212 1.0033 -1.79 2.00 0.57
O -0.9727 1.8407 -0.0620 -0.97 2.32 -0.40
O -1.7949 1.4101 2.3343 0.13 -0.44 -0.25
O -3.4188 1.5595 0.3377 1.25 0.20 -0.07
C -4.5258 1.1460 1.1156 -1.14 -0.38 0.44
C -4.7914 2.0942 2.2854 0.12 -0.03 -0.20
C -5.7227 1.1552 0.1527 0.42 0.04 0.16
C -4.2916 -0.2686 1.6477 0.10 0.23 -0.16
H -2.9075 6.7042 0.3926 -0.01 0.13 -0.07
H -2.1462 6.0834 1.8755 0.05 0.12 0.11
H -3.8072 5.6301 1.4873 -0.12 0.02 0.03
H -3.2151 5.0339 -1.5870 -0.01 0.05 -0.08
H -4.2453 4.0973 -0.4826 -0.11 -0.01 0.02
H -2.8850 3.3130 -1.2809 -0.05 0.01 -0.21
H -0.9268 5.7249 -0.9429 -0.02 0.12 -0.09
H -0.5298 4.0060 -0.7208 0.15 0.00 -0.06
H -0.2316 5.1563 0.5887 0.08 0.03 0.05
H -4.9562 3.1074 1.9259 -0.06 0.14 -0.04
H -3.9201 2.0956 2.9304 0.01 0.06 0.25
H -5.6640 1.7640 2.8476 -0.07 -0.04 0.00
H -5.9167 2.1697 -0.1921 -0.03 0.10 -0.04
H -6.6114 0.7721 0.6503 -0.08 -0.04 0.05
H -5.4967 0.5336 -0.7106 0.00 -0.10 -0.11
H -3.4018 -0.2619 2.2702 0.06 -0.11 0.14
H -4.1357 -0.9500 0.8158 -0.05 -0.07 -0.06
H -5.1452 -0.6017 2.2365 -0.07 -0.04 0.03
C 4.8070 -1.2618 1.1822 0.04 -0.78 -0.34
N 4.7776 0.0121 1.8474 -0.29 0.52 0.49
C 4.3502 0.2198 3.1096 0.16 -0.10 0.52
Se 3.9113 -0.9902 4.3677 -0.32 -0.55 0.42
N 4.4265 1.5559 3.3720 -0.12 -0.08 -0.20
C 4.9283 2.2109 2.2790 0.25 0.21 -0.55
C 5.2270 3.5422 2.0474 0.11 -0.22 -0.04
C 5.8032 3.8543 0.8230 -0.09 0.15 0.18
C 6.0586 2.8738 -0.1267 0.06 -0.04 -0.13
C 5.7380 1.5428 0.0898 -0.02 -0.08 0.27
C 5.1607 1.2161 1.3087 0.32 0.81 -0.20
H 4.0351 -1.9097 1.5905 0.00 0.08 0.01
H 5.7686 -1.7599 1.3083 0.01 0.05 0.00
H 4.6143 -1.1430 0.1212 0.00 0.01 -0.07
H 4.0787 1.9578 4.2265 0.10 -0.16 -0.05
H 5.0218 4.3041 2.7842 -0.01 0.05 0.09
H 6.0619 4.8830 0.6148 0.03 0.07 -0.05
H 6.5254 3.1554 -1.0591 0.00 0.00 -0.11
H 5.9446 0.7912 -0.6526 -0.01 -0.18 -0.14
```
Positions in Å, forces in eV/Å.

## Properties
Orbital gap   3.83 eV
2S+1   1
Net charge   -2
HOMO energy   -0.606 eV